# 1
A structure of composition C6H12BrI2MgO4 at a distorted geometry. Source: the OMol25 dataset; level of theory: ωB97M-V/def2-TZVPD.

CARTESIAN COORDINATES (ANGSTROEM)
Mg  -0.46475  0.05204  -0.04254
I  0.87052  -1.92963  1.14251
I  -0.92905  2.15808  1.45645
Br  -1.85758  0.04422  -2.09074
C  3.48914  2.30934  -0.33696
O  3.31039  1.57517  -1.52327
C  2.19460  0.86969  -1.74505
O  1.21483  0.75968  -0.98666
O  2.34312  0.15256  -2.85307
C  3.68863  -0.16879  -3.41378
H  2.99275  1.76349  0.46539
H  3.04825  3.29716  -0.47081
H  4.56141  2.40631  -0.16686
H  4.03722  0.64925  -4.04418
H  3.51866  -1.01047  -4.08520
H  4.46732  -0.28794  -2.66043
C  -2.98642  -2.23689  2.79097
C  -3.24049  -1.10735  1.79199
O  -2.39560  -1.00505  0.90468
C  -4.51908  -0.33554  1.72686
H  -2.71140  -1.91821  3.79640
H  -2.19946  -2.80821  2.29866
H  -3.87958  -2.81871  3.01871
H  -4.92489  -0.44645  0.72131
H  -4.37845  0.73740  1.85765
H  -5.25011  -0.70115  2.44799

Results
Total charge: -1
LUMO, Ha: 0.0952
Maximum force, eV Å⁻¹: 3.8
Orbital gap, eV: 7.3
Energy above the lowest of the compared OMol25 structures with the same formula, charge and spin, eV: 1.224

Just the Löwdin charges please, in e? Sure, here they are:
1 Mg -0.54
2 I -0.01
3 I -0.03
4 Br -0.15
5 C -0.02
6 O -0.03
7 C -0.51
8 O -0.11
9 O 0.02
10 C 0.01
11 H 0.10
12 H 0.10
13 H 0.09
14 H 0.08
15 H 0.09
16 H 0.09
17 C -0.02
18 C -0.45
19 O -0.17
20 C -0.01
21 H 0.08
22 H 0.06
23 H 0.07
24 H 0.09
25 H 0.08
26 H 0.07

# 2
A structure of composition C52H59BrCsO10P3S at a distorted geometry. Source: the OMol25 dataset; level of theory: ωB97M-V/def2-TZVPD.

CARTESIAN COORDINATES (ANGSTROEM)
Cs  0.26387  0.45428  -0.81747
O  1.12862  -1.33693  -2.28464
S  2.53623  -1.67830  -1.77286
C  3.68887  -1.32963  -2.94278
C  3.77364  -2.02365  -4.21026
C  4.66827  -1.61211  -5.15150
C  5.50338  -0.47943  -4.94256
C  5.34995  0.26909  -3.75972
C  4.45174  -0.08826  -2.78201
P  4.07599  0.82627  -1.26659
C  4.95692  -0.23169  -0.01698
C  6.14782  -0.89691  -0.29293
C  6.74472  -1.70881  0.66323
C  6.14777  -1.87042  1.91004
C  4.95613  -1.21954  2.19342
C  4.36551  -0.40708  1.22966
C  5.22591  2.26504  -1.34913
C  6.22012  2.52845  -0.41159
C  6.95628  3.70932  -0.46095
C  6.71160  4.64639  -1.45226
C  5.71481  4.39999  -2.38998
C  4.97248  3.22955  -2.32908
C  2.46664  -3.49483  -1.77005
C  3.64304  -4.20607  -1.95488
C  3.62923  -5.59282  -1.91847
C  2.43825  -6.25910  -1.67886
C  1.27495  -5.54126  -1.44544
C  1.26367  -4.14362  -1.46997
P  -0.21634  -3.15823  -0.92041
C  -1.17662  -4.49425  -0.05534
C  -2.04914  -5.39032  -0.67405
C  -2.72881  -6.35186  0.06213
C  -2.54762  -6.43388  1.43877
C  -1.69343  -5.54258  2.07149
C  -1.02181  -4.57889  1.32735
C  -1.23194  -2.97992  -2.43559
C  -2.48218  -2.37673  -2.29921
C  -3.28462  -2.15957  -3.41152
C  -2.84377  -2.53643  -4.67370
C  -1.59374  -3.12316  -4.81785
C  -0.79111  -3.33901  -3.70479
H  3.13232  -2.87380  -4.40769
H  4.73059  -2.15610  -6.08908
H  6.19664  -0.15499  -5.70729
H  5.94452  1.16733  -3.63023
H  6.59419  -0.78534  -1.27654
H  7.66854  -2.22671  0.43237
H  6.60374  -2.51457  2.65279
H  4.47495  -1.35590  3.15468
H  3.42094  0.08616  1.44233
H  6.42375  1.80899  0.37157
H  7.72361  3.89241  0.28216
H  7.28386  5.56578  -1.48954
H  5.49808  5.13223  -3.15873
H  4.16917  3.06209  -3.03969
H  4.55701  -3.65564  -2.14318
H  4.54778  -6.14503  -2.07899
H  2.41234  -7.34255  -1.65385
H  0.36402  -6.07968  -1.21520
H  -2.20724  -5.32476  -1.74511
H  -3.40667  -7.03375  -0.43813
H  -3.08360  -7.17819  2.01583
H  -1.56474  -5.57812  3.14655
H  -0.37904  -3.86694  1.83239
H  -2.81613  -2.03226  -1.32747
H  -4.24201  -1.66852  -3.29010
H  -3.46135  -2.35006  -5.54442
H  -1.23024  -3.39616  -5.80127
H  0.19445  -3.77137  -3.82756
O  -2.41633  0.29237  -0.45073
H  -2.07254  1.20026  -0.51473
H  -2.55315  0.19697  0.52166
O  0.11454  1.35483  1.77904
H  -0.21301  2.05219  1.17709
H  -0.71410  0.94711  2.10242
O  0.26246  1.38306  -4.17606
H  0.48654  0.50852  -3.83106
H  0.48492  1.99158  -3.44870
Br  -7.83851  4.20753  0.82617
C  -6.50274  2.99675  1.45377
C  -5.18328  3.20057  1.08969
C  -4.21959  2.30800  1.54711
C  -4.56641  1.23947  2.36749
C  -5.89864  1.06884  2.72374
C  -6.88056  1.93763  2.26353
C  -3.49440  0.28872  2.88789
O  -3.76358  -0.38196  3.88896
O  -2.40908  0.32287  2.22911
H  -4.90860  4.03289  0.45499
H  -3.18095  2.43824  1.26413
H  -6.14421  0.24333  3.37992
H  -7.91947  1.80124  2.53231
C  1.27241  -1.82066  2.75146
H  0.20196  -1.71884  2.87349
H  1.90934  -1.09544  3.23673
H  1.68351  -2.43159  1.96006
C  -1.81548  6.25207  -3.22500
C  -1.86406  5.22964  -2.10211
C  -2.96583  4.21046  -2.35542
C  -2.05446  5.92227  -0.75928
O  -0.58390  4.56909  -2.17387
P  0.04058  3.60826  -1.05700
O  1.09090  2.79568  -1.74248
O  -1.04420  2.88284  -0.31672
O  0.64988  4.62857  0.01294
C  1.97920  5.19884  0.00662
C  1.91217  6.31873  1.02970
C  2.31933  5.76071  -1.36743
C  2.95995  4.12505  0.44345
H  -2.74978  6.81851  -3.26365
H  -1.66530  5.74918  -4.18177
H  -0.98681  6.94555  -3.06528
H  -3.93433  4.71801  -2.38794
H  -2.98743  3.45340  -1.57118
H  -2.79916  3.70855  -3.31055
H  -3.00905  6.45465  -0.76722
H  -1.25024  6.63825  -0.57588
H  -2.06200  5.20333  0.06185
H  1.20358  7.08707  0.71024
H  2.89842  6.77522  1.15084
H  1.58411  5.92378  1.99302
H  1.59397  6.52849  -1.64989
H  2.31045  4.97890  -2.12706
H  3.31834  6.20339  -1.33846
H  2.66395  3.73140  1.41930
H  3.97376  4.53090  0.50804
H  2.95547  3.30435  -0.27178

Results
Total charge: -2
LUMO (alpha / beta), Ha: 0.1333 / 0.1319
Maximum force, eV Å⁻¹: 2.5
Orbital gap (alpha / beta), eV: 7.2 / 4.0
Energy above the lowest of the compared OMol25 structures with the same formula, charge and spin, eV: 3.430

Löwdin population analysis, charges in e, atoms 1 to 99:
1 Cs 1.54
2 O -0.91
3 S 0.84
4 C -0.47
5 C -0.11
6 C -0.14
7 C -0.12
8 C -0.14
9 C -0.41
10 P 1.08
11 C -0.39
12 C -0.09
13 C -0.09
14 C -0.11
15 C -0.09
16 C -0.10
17 C -0.37
18 C -0.09
19 C -0.10
20 C -0.11
21 C -0.10
22 C -0.12
23 C -0.34
24 C -0.09
25 C -0.09
26 C -0.09
27 C -0.08
28 C -0.32
29 P 1.10
30 C -0.37
31 C -0.10
32 C -0.10
33 C -0.11
34 C -0.09
35 C -0.09
36 C -0.38
37 C -0.09
38 C -0.08
39 C -0.10
40 C -0.09
41 C -0.09
42 H 0.10
43 H 0.08
44 H 0.07
45 H 0.09
46 H 0.11
47 H 0.09
48 H 0.09
49 H 0.09
50 H 0.10
51 H 0.10
52 H 0.09
53 H 0.09
54 H 0.10
55 H 0.12
56 H 0.11
57 H 0.10
58 H 0.09
59 H 0.09
60 H 0.11
61 H 0.09
62 H 0.09
63 H 0.10
64 H 0.07
65 H 0.10
66 H 0.10
67 H 0.09
68 H 0.09
69 H 0.10
70 O -0.26
71 H -0.07
72 H 0.00
73 O -0.26
74 H -0.05
75 H -0.01
76 O -0.09
77 H -0.01
78 H -0.02
79 Br 0.65
80 C -0.70
81 C -0.12
82 C 0.00
83 C -0.12
84 C -0.03
85 C -0.14
86 C -0.62
87 O 0.00
88 O -0.09
89 H 0.09
90 H 0.11
91 H 0.11
92 H 0.09
93 C 0.09
94 H -0.01
95 H -0.02
96 H -0.02
97 C -0.04
98 C -0.63
99 C -0.02

# 3
A cluster of 2 separate species, C5H14N2O in total at a distorted geometry. Source: the OMol25 dataset; level of theory: ωB97M-V/def2-TZVPD.

CARTESIAN COORDINATES (ANGSTROEM)
C  -1.34819  1.77655  -0.97076
C  -0.21576  0.93195  -0.34334
C  0.26963  -0.16393  -1.31260
C  1.64365  -0.76753  -0.94975
O  1.70164  -2.08551  -1.47601
N  -0.66427  0.41591  0.94756
C  0.19828  -0.40125  1.92433
N  0.19197  -1.72126  1.56643
H  -2.00167  2.13115  -0.17490
H  -1.87051  1.08198  -1.63254
H  -0.93705  2.62401  -1.51163
H  0.63568  1.59488  -0.13597
H  0.28892  0.36994  -2.26754
H  -0.43539  -0.99996  -1.31831
H  2.46587  -0.17119  -1.34654
H  1.72624  -0.80149  0.13429
H  1.50815  -2.66019  -0.72472
H  -1.55445  -0.07014  0.95454
H  -0.20960  -0.19596  2.93532
H  1.17667  0.09926  1.95829
H  -1.93015  1.20732  1.83452
H  -0.63967  -2.19453  1.90935

Results
LUMO, Ha: -0.0583
Maximum force, eV Å⁻¹: 3.6
Orbital gap, eV: 6.1
Energy above the lowest of the compared OMol25 structures with the same formula, charge and spin, eV: 7.262

Just the Löwdin charges please, in e? Sure, here they are:
1 C -0.05
2 C -0.39
3 C -0.13
4 C -0.27
5 O -0.07
6 N 0.01
7 C -0.44
8 N -0.02
9 H 0.04
10 H 0.08
11 H 0.08
12 H 0.15
13 H 0.12
14 H 0.12
15 H 0.12
16 H 0.07
17 H 0.08
18 H 0.07
19 H 0.08
20 H 0.10
21 H 0.25
22 H 0.00

# 4
A cluster of 2 separate species, C2H4NO3 in total at a distorted geometry. Source: the OMol25 dataset; level of theory: ωB97M-V/def2-TZVPD.

CARTESIAN COORDINATES (ANGSTROEM)
C  1.72597  0.39159  -1.43140
C  -1.53337  -0.58496  1.41888
N  -0.79708  0.05122  0.54449
O  -0.07271  0.98019  0.95361
O  1.84442  0.78399  -2.54432
O  -0.74103  -0.33969  -0.63380
H  1.22883  1.12470  -0.62588
H  -1.87745  -1.56579  1.25945
H  1.90718  -0.75922  -1.29103
H  -1.68476  -0.08204  2.34999

Results
Total charge: -1
LUMO, Ha: 0.1597
Maximum force, eV Å⁻¹: 2.7
Orbital gap, eV: 7.4
Energy above the lowest of the compared OMol25 structures with the same formula, charge and spin, eV: 5.760

Just the Löwdin charges please, in e? Sure, here they are:
1 C -0.22
2 C -0.07
3 N -0.60
4 O -0.15
5 O -0.08
6 O -0.12
7 H 0.09
8 H 0.02
9 H 0.09
10 H 0.03

# 5
The molecule C3H5N2P at a distorted geometry. Source: the OMol25 dataset; level of theory: ωB97M-V/def2-TZVPD.

CARTESIAN COORDINATES (ANGSTROEM)
C  -0.76969  -0.49641  -0.85643
P  0.32724  -1.32261  0.36245
C  1.51228  0.00381  0.38715
N  1.69357  0.73142  1.39737
C  0.62059  0.42753  2.34479
N  -0.24984  -0.45920  2.09940
H  -0.74348  -1.02539  -1.74869
H  -0.60530  0.45852  -1.18443
H  -1.71183  -0.66543  -0.48312
H  2.30144  0.08310  -0.40824
H  0.65623  1.13698  3.14181

Results
LUMO, Ha: 0.0063
Maximum force, eV Å⁻¹: 3.6
Orbital gap, eV: 9.6
Energy above the lowest of the compared OMol25 structures with the same formula, charge and spin, eV: 1.273

Just the Löwdin charges please, in e? Sure, here they are:
1 C -0.29
2 P 0.98
3 C -0.46
4 N 0.00
5 C -0.34
6 N -0.08
7 H 0.01
8 H 0.02
9 H 0.01
10 H 0.09
11 H 0.08

# 6
The ion C10H15N2 with charge +1 at a distorted geometry. Source: the OMol25 dataset; level of theory: ωB97M-V/def2-TZVPD.

CARTESIAN COORDINATES (ANGSTROEM)
C  1.10333  -0.40936  -0.52115
C  1.14147  0.74070  0.05959
C  -0.02284  1.22406  0.96838
C  -1.67209  -0.79304  0.10002
C  -1.22887  1.50678  0.23057
C  0.21699  1.38307  2.25840
C  -1.99415  -1.83462  0.79334
C  -1.57737  2.87580  -0.22947
C  1.00828  -2.89985  -0.91451
C  1.42342  -1.50518  -1.39384
N  -1.92580  0.45631  -0.21769
N  2.11336  1.71930  -0.03802
H  -0.55552  1.71314  2.93064
H  1.17497  1.16909  2.69963
H  -2.84453  -1.82026  1.47082
H  -1.46561  -2.76849  0.75441
H  -2.59665  3.13413  0.05920
H  -1.51010  2.95915  -1.31581
H  -0.90043  3.60073  0.21191
H  1.53398  -3.65367  -1.49212
H  -0.05786  -3.03464  -1.07311
H  1.23805  -3.04286  0.13819
H  1.01738  -1.34014  -2.39641
H  2.52191  -1.48317  -1.46935
H  -2.62997  0.62082  -0.94013
H  2.99694  1.41557  -0.41746
H  2.19837  2.34983  0.74460

Results
Total charge: +1
LUMO (alpha / beta), Ha: -0.1425 / -0.1774
Maximum force, eV Å⁻¹: 2.0
Orbital gap (alpha / beta), eV: 8.0 / 6.5
Energy above the lowest of the compared OMol25 structures with the same formula, charge and spin, eV: 6.952

Just the Löwdin charges please, in e? Sure, here they are:
1 C 0.11
2 C -0.30
3 C -0.22
4 C -0.07
5 C -0.20
6 C 0.13
7 C 0.08
8 C 0.02
9 C -0.09
10 C -0.24
11 N 0.13
12 N 0.13
13 H 0.09
14 H 0.09
15 H 0.09
16 H 0.06
17 H 0.10
18 H 0.10
19 H 0.10
20 H 0.08
21 H 0.06
22 H 0.08
23 H 0.12
24 H 0.13
25 H 0.20
26 H 0.11
27 H 0.10

# 7
A structure of composition C11H20I2N3OY at a distorted geometry. Source: the OMol25 dataset; level of theory: ωB97M-V/def2-TZVPD.

CARTESIAN COORDINATES (ANGSTROEM)
C  3.33099  4.38680  -0.73172
I  2.35229  2.75513  -1.45852
H  2.21018  4.28189  -0.31626
H  3.37114  5.36473  -1.25274
H  4.05171  4.24529  0.09643
C  0.86438  -2.06065  -2.16343
C  -1.26179  -1.30705  -1.94287
N  -0.39883  -2.27112  -1.60268
H  1.55628  -0.41638  -3.38802
I  -4.77121  1.19565  -1.17005
N  -0.50575  -0.35746  -2.61492
H  1.59253  -2.85266  -2.06707
Y  -2.00337  0.21740  -0.49446
C  -1.14967  2.20721  -0.29988
O  -2.02016  2.87443  0.11877
C  0.77532  -0.85944  -2.80312
C  -1.03519  0.80197  -3.35078
H  -1.26771  0.47895  -4.38708
H  -0.32880  1.66143  -3.35905
H  -1.99221  1.10435  -2.89703
C  -0.84352  -3.24961  -0.62721
H  -0.10501  -4.03193  -0.52149
H  -1.79802  -3.70787  -0.93654
H  -1.02075  -2.80098  0.37206
C  -0.21542  0.71598  3.23457
C  -0.23681  -0.50057  2.36266
C  1.14250  -0.74812  1.84774
C  -0.66673  -1.63775  3.23417
N  -1.13842  -0.38044  1.18839
H  0.45747  0.64676  4.09144
H  -1.17959  0.94663  3.66968
H  0.08529  1.62099  2.72587
H  1.90304  -0.91048  2.61037
H  1.17200  -1.61506  1.20213
H  1.49335  0.06878  1.22802
H  -1.66382  -1.46890  3.62224
H  -0.72716  -2.56404  2.68360
H  -0.02850  -1.83387  4.09677

Results
Total charge: -2
LUMO (alpha / beta), Ha: 0.1289 / 0.1538
Maximum force, eV Å⁻¹: 4.4
Orbital gap (alpha / beta), eV: 1.4 / 3.7
Energy above the lowest of the compared OMol25 structures with the same formula, charge and spin, eV: 4.008

Just the Löwdin charges please, in e? Sure, here they are:
1 C -0.70
2 I 0.00
3 H -0.14
4 H -0.01
5 H -0.01
6 C -0.03
7 C -0.21
8 N -0.15
9 H 0.11
10 I -0.25
11 N -0.17
12 H 0.11
13 Y 0.59
14 C -0.42
15 O -0.19
16 C -0.07
17 C -0.06
18 H 0.10
19 H 0.09
20 H 0.02
21 C -0.06
22 H 0.08
23 H 0.09
24 H 0.06
25 C -0.10
26 C -0.80
27 C -0.11
28 C -0.12
29 N -0.22
30 H 0.07
31 H 0.07
32 H 0.07
33 H 0.07
34 H 0.05
35 H 0.06
36 H 0.07
37 H 0.05
38 H 0.07